A molecular structure, C17H15Cl3GeN6O2STi, computed with ωB97M-V with the def2-TZVPD basis set.

As for the energy relative to the best compared isomer or geometry (same formula, charge and spin): 12.7 kcal/mol. The max |F| comes out at 0.01432 Eh/bohr. As for the multiplicity: 2. The total charge is -1. As for the HOMO energy (alpha / beta): -2.92 / -5.47 eV. The calculation puts the orbital gap (alpha / beta) at 0.1997 / 0.2936 Ha.

Cartesian coordinates (Å):
Ti  0.22  -0.56  -0.43
C  0.78  4.26  0.82
C  -0.26  3.33  1.34
N  -1.43  3.67  1.79
N  -2.02  2.48  2.14
C  -1.24  1.41  1.93
S  -1.46  -0.22  2.16
N  -0.11  1.97  1.42
N  0.94  1.16  0.97
H  0.37  5.26  0.82
H  1.10  3.97  -0.18
H  1.67  4.22  1.45
H  -2.96  2.46  2.48
H  1.58  1.73  0.37
H  1.46  0.81  1.77
Cl  2.25  -1.81  1.02
Ge  1.43  -3.81  0.05
Cl  1.22  -4.95  1.98
Cl  -0.76  -2.84  0.13
O  1.08  -1.60  -2.02
C  1.96  -0.65  -2.22
N  1.75  0.42  -1.43
C  2.75  1.34  -1.56
O  2.80  2.39  -0.86
C  3.64  0.82  -2.59
C  4.81  1.32  -3.15
C  5.47  0.57  -4.10
C  4.97  -0.70  -4.50
C  3.82  -1.22  -3.95
C  3.14  -0.46  -2.99
H  5.19  2.28  -2.84
H  6.38  0.94  -4.55
H  5.52  -1.27  -5.25
H  3.45  -2.19  -4.26
N  -1.02  0.34  -1.08
C  -1.79  1.26  -1.74
C  -3.16  1.08  -1.91
C  -3.92  2.04  -2.56
C  -3.33  3.20  -3.05
C  -1.96  3.38  -2.88
C  -1.19  2.43  -2.24
H  -3.61  0.17  -1.53
H  -4.99  1.89  -2.69
H  -3.92  3.95  -3.55
H  -1.49  4.28  -3.27
H  -0.12  2.55  -2.12